Entry 1:
Molecular formula: C6H9I
Method: DFT, ωB97M-V with the def2-TZVPD basis set

```
16
Properties=species:S:1:pos:R:3
C 1.09412 -1.01078 0.64959
C 0.73221 -0.42891 -1.35117
C 0.00417 -1.07138 -0.43868
C 1.88058 -0.41175 -0.27539
C -0.59238 2.22559 0.82212
C -1.35566 -1.60730 -0.36617
I 3.85425 0.28430 -0.38622
H 1.07497 -1.27122 1.65631
H -0.61056 2.05374 -0.27873
H 0.69920 -0.15581 -2.43598
H -0.79535 3.27919 0.91285
H 0.32486 2.02321 1.33752
H -1.26840 1.53495 1.21181
H -1.29833 -2.71132 -0.53682
H -2.06442 -1.29614 -1.15220
H -1.67928 -1.43636 0.63116
```

As for the multiplicity: 3. Its total charge is 0. The frontier orbital gap (alpha / beta) comes out at 6.8739 / 8.4809 eV.

=====

Entry 2:
Molecular formula: C6H9IO2S
Method: DFT, ωB97M-V with the def2-TZVPD basis set

```
19
Properties=species:S:1:pos:R:3
O 1.26548 2.14185 0.66880
C 2.07260 1.13700 0.31786
I 4.23204 1.61295 0.12753
C 1.62971 -0.41863 0.03429
C 0.02414 -0.64670 -0.20828
S -0.15337 -2.50163 -0.01719
C -1.06709 -0.07422 0.87369
C -1.92786 1.10907 0.12970
O -1.78851 0.73552 -1.28644
C -0.65584 -0.14564 -1.61354
H 1.90777 -1.02667 1.01829
H 2.25105 -0.91792 -0.83216
H 0.26814 -2.85274 1.29571
H -1.87166 -0.93915 1.02466
H -0.69786 0.12020 1.97800
H -1.64162 2.19325 0.48403
H -3.08293 1.03374 0.30166
H -0.87036 -1.16124 -2.17789
H 0.10619 0.60097 -2.11874
```

As for the structure (SMILES): O=C(I)C[C@@]1(S)CCOC1. Its total charge is 0. The frontier orbital gap comes out at 9.0918 eV.

=====

Entry 3:
Molecular formula: C6H9N
Method: DFT, ωB97M-V with the def2-TZVPD basis set

```
16
Properties=species:S:1:pos:R:3
C 0.16990 1.65827 0.05638
C 1.16104 0.54785 -0.10836
C 0.95516 -0.62160 -0.97311
C 2.22551 0.12530 -1.49956
C 2.55046 0.64176 -0.26639
C -2.25696 -1.67276 0.60704
N -2.15330 -0.54164 1.16867
H 0.60240 2.50596 0.59607
H -0.72084 1.28959 0.57546
H -0.14465 2.00892 -0.93690
H 0.06983 -0.65548 -1.61411
H 1.21181 -1.59175 -0.55558
H 3.33837 1.26007 0.14321
H -2.00483 -1.76042 -0.45247
H -2.58776 -2.59167 1.10517
H -2.41614 -0.60240 2.15449
```

As for the structure (SMILES): C[C@]12C=C1C2.C=N. Its total charge is 0. The frontier orbital gap comes out at 9.1291 eV.

=====

Entry 4:
Molecular formula: C6H9N
Method: DFT, ωB97M-V with the def2-TZVPD basis set

```
16
Properties=species:S:1:pos:R:3
C 1.96286 0.09937 -0.22939
C 0.43498 0.15976 -0.52986
C -0.28963 0.87990 0.60636
C -0.58063 -1.04129 -0.00450
C -1.85227 -0.45834 -0.41871
C -1.86565 0.76081 0.04744
H 2.31554 1.06364 -0.19605
H 2.65736 -0.56430 -0.97683
H 2.03746 -0.57374 0.77358
H 0.38445 0.51276 -1.64920
H 0.16967 1.71529 1.04663
H 0.74083 -0.66278 1.47188
H -0.54768 -2.07938 -0.38003
H -2.69071 -0.84427 -0.87448
H -2.62993 1.55781 -0.12582
N -0.24665 -0.52524 1.43899
```

Its total charge is 0. The frontier orbital gap comes out at 10.0446 eV.

=====

Entry 5:
Molecular formula: C6H9N
Method: DFT, ωB97M-V with the def2-TZVPD basis set

```
16
Properties=species:S:1:pos:R:3
C -1.22717 2.23098 -1.03717
C -0.36266 1.11406 -0.55906
C 0.68334 0.53958 -1.05369
C 1.69318 -0.28273 -1.10498
C 0.81005 -1.24811 1.27225
C -0.07151 -0.73991 2.02632
N -0.57853 -1.68631 1.03680
H -1.23436 3.05909 -0.32130
H -2.26207 1.89493 -1.13952
H -0.89841 2.61967 -2.00007
H 2.69698 0.00905 -0.82720
H 1.58268 -1.19521 -1.66711
H 1.80893 -1.56221 1.23673
H -0.59892 0.62412 0.42220
H -0.31573 -0.44132 3.00537
H -0.74033 -2.57405 1.51551
```

As for the structure (SMILES): C1=CN1.C=C=CC. Its total charge is 0. The frontier orbital gap comes out at 9.1608 eV.

=====

Entry 6:
Molecular formula: C6H9N
Method: DFT, ωB97M-V with the def2-TZVPD basis set

```
16
Properties=species:S:1:pos:R:3
C 1.65943 -0.63274 0.19338
C 0.23633 -0.12240 -0.02436
C -0.43256 -0.05500 -1.38047
C -1.22945 1.04536 -1.58531
C -0.84701 -1.01795 0.68698
C -0.80525 1.83263 -0.45984
N 0.05564 1.26343 0.38395
H 1.92655 -0.61358 1.25992
H 1.72502 -1.67374 -0.13469
H 2.41291 -0.05525 -0.35173
H -0.43772 -0.99127 -1.94342
H -1.59246 -0.35245 1.13198
H -0.39495 -1.66290 1.44277
H -1.39557 -1.66570 -0.00939
H -1.15153 2.83792 -0.21484
H 0.46963 1.69895 1.19764
```

As for the structure (SMILES): CC1(C)C=C=CN1. Its total charge is 0. The frontier orbital gap comes out at 7.5500 eV.

=====

Entry 7:
Molecular formula: C6H9N
Method: DFT, ωB97M-V with the def2-TZVPD basis set

```
16
Properties=species:S:1:pos:R:3
C 2.41035 0.72614 0.63247
C 0.98981 0.30648 0.40453
C -0.05834 0.30490 1.43910
C -1.14776 -0.23419 0.87647
C -0.77228 -0.63834 -0.51671
C -1.74292 -0.36855 -1.65478
N 0.58588 -0.16256 -0.72431
H 2.80263 1.24765 -0.24287
H 2.52788 1.35918 1.51701
H 3.02655 -0.16598 0.78177
H 0.05832 0.66901 2.45420
H -2.12326 -0.37698 1.32605
H -1.26231 -0.62930 -2.60269
H -2.63310 -0.99601 -1.53211
H -2.05251 0.67992 -1.68879
H -0.60895 -1.72136 -0.46935
```

As for the structure (SMILES): CC1=N[C@H](C)C=C1. Its total charge is 0. The frontier orbital gap comes out at 10.3518 eV.

=====

Entry 8:
Molecular formula: C6H9N
Method: DFT, ωB97M-V with the def2-TZVPD basis set

```
16
Properties=species:S:1:pos:R:3
C 1.34439 -0.72659 0.93087
C 1.05052 0.13463 -0.27478
C -0.23817 0.04597 -1.03278
C -1.37676 -0.81503 -0.53953
C 0.09094 1.31529 -0.27115
C -0.76620 1.59732 0.85485
N -1.51894 1.78915 1.71396
H 0.44039 -0.98581 1.48661
H 1.81306 -1.66159 0.60235
H 2.02988 -0.22728 1.62182
H 1.92777 0.33423 -0.88857
H -0.17412 0.12061 -2.11637
H -2.34251 -0.39610 -0.84302
H -1.25729 -1.81467 -0.96132
H -1.40894 -0.90715 0.54985
H 0.38599 2.19700 -0.83280
```

As for the structure (SMILES): C[C@@H]1[C@H](C)[C@@H]1C#N. Its total charge is 0. The frontier orbital gap comes out at 11.2708 eV.

=====

Quick rundown of total energy, same order as above: -14462.9968, -29394.6491, -7853.0448, -7853.3803, -7851.7498, -7854.5268, -7857.4340, -7857.1115 eV
Quick rundown of relative energy (zero: lowest compared OMol25 entry of this formula, charge and spin), same order as above: 0.7270, 2.6495, 5.1148, 4.7793, 6.4098, 3.6328, 0.7256, 1.0481 eV